[1]
58
Properties=species:S:1:pos:R:3 method="wB97M-V/def2-TZVPD" gap_ev=9.108 e_homo_ev=-15.1885 e_tot_ev=-28997.7418 multiplicity=1 charge=+2 e_above_lowest_kcal_mol=0.00
Ba 0.3409 0.1049 0.1678
C 5.9307 2.1169 1.2417
C 5.5145 0.7669 1.8575
O 4.1011 0.8912 1.9749
H 5.8343 2.9538 1.9333
H 5.3762 2.3939 0.3450
H 6.9824 2.0580 0.9615
H 5.9876 0.5747 2.8205
H 5.9009 0.0748 1.1092
H 3.9642 1.7188 2.4417
C 0.9919 -2.2118 3.2808
O -0.1870 -1.5070 2.8752
C -1.2297 -1.4897 3.8710
C -2.5203 -1.0353 3.1912
N -2.3112 0.2740 2.5588
C -3.5665 0.7570 1.9550
C -3.2559 2.0160 1.1058
O -2.3322 1.8085 -0.0044
C -2.1434 3.0158 -0.7214
H 1.5044 -1.6989 4.0946
H 1.7664 -2.2491 2.5147
H 0.7850 -3.2709 3.4343
H -0.9151 -0.8218 4.6728
H -1.3804 -2.4898 4.2775
H -3.2948 -1.0439 3.9581
H -2.9372 -1.7831 2.5167
H -2.0779 0.9578 3.2646
H -4.2580 1.0771 2.7344
H -4.1383 0.0398 1.3663
H -2.8848 2.8519 1.6987
H -4.1885 2.3305 0.6374
H -3.0859 3.5307 -0.9076
H -1.6124 2.8114 -1.6511
H -1.4838 3.7796 -0.3094
C 1.9346 2.5779 -2.5880
O 1.3146 1.2951 -2.6039
C 1.0525 0.8362 -3.9282
C 0.2928 -0.4684 -4.0177
N -0.8964 -0.5004 -3.1754
C -1.4172 -1.8415 -3.1587
C -2.2625 -2.1541 -1.8783
O -1.3359 -2.4649 -0.7985
C -0.8753 -3.8494 -0.8090
H 2.8327 2.5744 -3.2057
H 2.0967 2.7984 -1.5329
H 1.2754 3.3777 -2.9254
H 1.9018 0.6970 -4.5970
H 0.4601 1.6375 -4.3700
H 0.9343 -1.3020 -3.7318
H -0.1141 -0.6410 -5.0140
H -1.6516 -0.0661 -3.6865
H -0.5955 -2.5528 -3.2427
H -2.0184 -2.0647 -4.0400
H -2.9056 -3.0109 -2.0794
H -2.9557 -1.3862 -1.5350
H -0.0175 -4.0485 -0.1667
H -0.5281 -4.2868 -1.7451
H -1.6986 -4.4591 -0.4369



[2]
9
Properties=species:S:1:pos:R:3 method="wB97M-V/def2-TZVPD" gap_ev=10.027 e_homo_ev=-10.8675 e_tot_ev=-26644.1545 multiplicity=1 e_above_lowest_kcal_mol=27.39
C 0.0978 -0.4405 -1.0005
C 1.0686 -0.1421 0.2080
N -1.5489 -0.5845 -0.1973
O 0.2266 -0.5403 -2.1546
O -1.7026 1.6920 0.8332
F 0.7119 -0.6682 1.3538
F 2.1745 -0.8114 -0.0946
F 1.3130 1.0791 0.4682
S -2.3409 0.4160 0.5838



[3]
15
Properties=species:S:1:pos:R:3 method="wB97M-V/def2-TZVPD" gap_ev=9.854 smiles="[H]/N=C/NNCCCl" e_homo_ev=-9.0435 e_tot_ev=-20231.9104 multiplicity=1 e_above_lowest_kcal_mol=15.33
H 3.4533 -1.5662 0.2772
N 2.9715 -0.9589 -0.3358
C 1.7850 -0.6780 0.0073
N 1.0580 0.2380 -0.7342
N 0.1976 1.0369 -0.0148
C -1.2285 0.9948 -0.1056
C -1.8613 -0.3659 0.2671
Cl -3.5156 -0.6713 -0.3847
H 1.1783 -1.1840 0.8052
H 1.7432 0.7070 -1.3093
H 0.4669 1.0543 0.9588
H -1.6384 1.7804 0.5009
H -1.4978 1.1679 -1.1908
H -1.9670 -0.5040 1.3444
H -1.1453 -1.0511 -0.0856



[4]
50
Properties=species:S:1:pos:R:3 method="wB97M-V/def2-TZVPD" gap_ev=9.009 smiles="N#CC(C#N)C1=NCCN1CCNCc1ccc(CN2CCOCC2)o1" e_homo_ev=-8.5399 e_tot_ev=-32084.7131 multiplicity=1 e_above_lowest_kcal_mol=150.90
N -0.6248 3.6823 -1.9599
C -1.0943 2.9424 -1.2021
C -1.8638 1.9955 -0.4296
C -2.0897 2.6718 0.8468
N -2.2592 3.3075 1.8404
C -3.2785 1.6591 -0.8143
N -4.0203 2.4238 -1.5695
C -5.2939 1.7140 -1.8413
C -5.3919 0.5898 -0.9298
N -3.9919 0.5591 -0.4445
C -3.7707 -0.5296 0.5704
C -2.8093 -1.6588 0.2238
N -2.5874 -2.4888 1.3947
C -1.6525 -1.9983 2.4617
C -0.2895 -1.4040 1.9881
C 0.0744 -0.0534 1.9951
C 1.3905 -0.0967 1.2870
C 1.7357 -1.3642 1.0929
C 3.0108 -1.7386 0.3812
N 3.8424 -0.5878 -0.1352
C 5.3042 -0.5476 0.3132
C 6.1566 0.5024 -0.2388
O 6.0550 0.3702 -1.6724
C 4.7647 0.7867 -2.0381
C 3.7870 -0.2758 -1.6002
O 0.6914 -2.1468 1.4564
H -1.2638 1.0255 -0.4441
H -6.1246 2.3560 -1.6011
H -5.4431 1.4004 -2.9310
H -6.2197 0.8640 -0.2881
H -5.6624 -0.2122 -1.5032
H -4.7442 -0.8875 0.7966
H -3.4007 0.0076 1.4067
H -3.3056 -2.3190 -0.6329
H -1.8196 -1.2804 -0.1524
H -2.4159 -3.4923 1.2305
H -2.2386 -1.2478 2.9999
H -1.3276 -2.8259 3.1109
H -0.4526 0.8115 2.3301
H 2.0776 0.7419 1.0593
H 3.6752 -2.3653 1.0515
H 2.8578 -2.4211 -0.4223
H 5.2529 -0.4654 1.3804
H 5.7380 -1.5753 0.0332
H 7.2002 0.4770 0.1437
H 5.7807 1.5333 0.1290
H 4.6510 1.0270 -3.1049
H 4.5002 1.7123 -1.6201
H 2.7981 -0.0327 -1.8542
H 4.0918 -1.1461 -2.0932



[5]
14
Properties=species:S:1:pos:R:3 method="wB97M-V/def2-TZVPD" gap_ev=8.722 smiles="[H]/N=C(/C)C(=O)NI.I" e_homo_ev=-9.4305 e_tot_ev=-24435.2979 multiplicity=1 e_above_lowest_kcal_mol=27.08
H -1.2436 1.6927 2.3353
N -1.4479 0.9361 1.8131
C -0.7717 0.5644 0.8228
C -1.2352 -0.7399 0.1455
C 0.5134 1.1191 0.1495
O 1.2929 0.2633 -0.1109
N 0.6768 2.5018 0.0584
I -0.9195 3.7621 0.0386
H -1.7438 -0.5170 -0.9017
H -0.4639 -1.4878 -0.2412
H -1.9651 -1.1437 0.8563
H 1.4321 2.8876 -0.4673
I 0.9579 1.6003 -3.5519
H 1.7696 0.2918 -4.4418



[6]
15
Properties=species:S:1:pos:R:3 method="wB97M-V/def2-TZVPD" gap_ev="7.382 / 5.352" s2=2.017 e_homo_ev="-10.6424 / -13.8611" e_tot_ev=-8734.8018 multiplicity=3 charge=+1 e_above_lowest_kcal_mol=58.26
C -1.3145 -0.2216 -0.0277
C -3.5089 0.6132 -0.3237
C 0.9574 -1.0919 0.3445
C 1.8350 -0.0073 -0.5407
N -2.4528 0.2344 0.2851
N -0.3136 -0.8662 0.0340
N 2.2207 1.0483 0.2674
H -3.5942 0.5759 -1.5300
H -4.3987 0.7619 0.2779
H 1.1604 -2.1721 0.0005
H 1.1761 -1.0703 1.4681
H 2.7458 -0.4944 -0.6743
H 1.0819 0.2861 -1.3462
H 1.4217 1.5863 0.7910
H 2.9839 0.8175 0.9742



[7]
66
Properties=species:S:1:pos:R:3 method="wB97M-V/def2-TZVPD" gap_ev=7.648 e_homo_ev=-13.1911 e_tot_ev=-154301.4243 multiplicity=1 charge=+2 e_above_lowest_kcal_mol=0.00
Lu 0.2016 -0.3700 -0.6885
N 2.4149 3.5950 -1.4745
C 2.1556 2.3045 -1.1424
S 0.8802 2.1294 0.1360
N 2.7879 1.3363 -1.6700
N 2.3947 0.0604 -1.3762
C 3.3271 -0.7863 -1.6533
C 3.2651 -2.2243 -1.5948
C 4.4192 -2.9500 -2.0067
C 4.4229 -4.3056 -2.1468
C 3.2447 -5.0073 -1.8079
C 2.0811 -4.3040 -1.4314
C 2.0565 -2.9058 -1.3566
O 0.9636 -2.1937 -1.0532
H 2.0976 4.3202 -0.8580
H 3.1912 3.7792 -2.1026
H 4.2912 -0.3848 -1.9490
H 5.3410 -2.3911 -2.1891
H 5.2781 -4.8534 -2.5343
H 3.2221 -6.0934 -1.9049
H 1.1129 -4.8550 -1.2665
N -1.2000 -1.6007 3.2831
C -0.0955 -1.0080 3.8777
C 0.2936 -0.8602 5.2137
C 1.4820 -0.1694 5.4179
C 2.3186 0.2517 4.3667
C 1.9606 0.0832 3.0530
C 0.6775 -0.5141 2.8024
N 0.0055 -0.7796 1.6005
C -1.0481 -1.4758 1.9452
C -1.8677 -2.0662 0.8958
C -2.6147 -3.1953 0.9336
S -3.2770 -3.5336 -0.6151
C -2.4367 -2.2309 -1.2880
N -1.7801 -1.5184 -0.3919
H -2.0375 -1.9514 3.7263
H -0.3297 -1.2909 5.9886
H 1.8658 0.0253 6.4079
H 3.2366 0.7514 4.6590
H 2.6011 0.3147 2.2512
H -2.8727 -3.8316 1.7982
H -2.5874 -1.8906 -2.3378
Ge -0.8873 3.1356 -1.0409
C -2.0927 3.1693 0.4552
C -2.3035 1.9948 1.2245
C -2.9759 2.1008 2.4668
C -3.3363 3.3704 2.8912
C -3.1202 4.5011 2.1265
C -2.5051 4.4327 0.9038
C -1.2843 1.8439 -2.4299
C -2.5706 1.2600 -2.4212
C -2.9128 0.3745 -3.4472
C -1.9984 -0.0143 -4.4341
C -0.7553 0.5682 -4.4016
C -0.4364 1.5076 -3.4620
H -0.4032 4.5398 -1.4798
H -2.0356 1.0299 0.8409
H -3.1865 1.2694 3.1333
H -3.8017 3.5568 3.8443
H -3.4837 5.4332 2.4899
H -2.3121 5.3588 0.3323
H -3.3129 1.5002 -1.6460
H -3.8953 -0.1254 -3.4374
H -2.2796 -0.7062 -5.2149
H -0.1005 0.4517 -5.2473
H 0.5472 2.0372 -3.5639



[8]
17
Properties=species:S:1:pos:R:3 method="wB97M-V/def2-TZVPD" gap_ev=9.560 smiles="C1=C2[C@H]3C[C@H]3[C@H]2C1.[H][H]" e_homo_ev=-8.4606 e_tot_ev=-7415.0539 multiplicity=1 e_above_lowest_kcal_mol=137.92
C -0.4094 -1.3022 0.8002
C -0.3451 -0.6376 -0.3811
C -0.6020 0.7231 -1.0166
C -0.0877 1.7286 -0.0119
C 0.9057 0.9906 -0.8495
C 1.1221 -0.4502 -0.3488
C 1.0329 -0.9835 1.1245
H -1.1548 -1.8995 1.3140
H -1.2889 1.0212 -1.8033
H -0.2229 2.7727 -0.2824
H -0.1761 1.5361 1.0567
H 1.5593 1.5004 -1.5478
H 1.7105 -1.0872 -1.0134
H 1.1056 -0.1304 1.8143
H 1.6882 -1.7858 1.4636
H -2.5482 -0.8974 0.1801
H -2.2893 -1.0989 -0.4985



[9]
12
Properties=species:S:1:pos:R:3 method="wB97M-V/def2-TZVPD" gap_ev="7.603 / 7.254" e_homo_ev="-10.2970 / -10.4228" e_tot_ev=-24334.2268 multiplicity=1 e_above_lowest_kcal_mol=72.11
C 0.4963 0.1794 -0.0325
C 2.0732 0.0648 -0.5312
O 2.4255 -1.2200 -0.3832
Cl 2.9869 1.2366 0.4205
O -0.1284 -0.8043 -0.6036
O -4.1068 -0.0608 1.9463
N -3.6268 0.2110 0.7815
O -4.3529 0.3266 -0.2056
H 0.6017 0.2453 1.0997
H 0.0212 1.0636 -0.5205
H 2.0568 0.4403 -1.5550
H 1.5535 -1.6823 -0.4165